Molecular formula: C58H126N6O10
Method: DFT, ωB97M-V with the def2-TZVPD basis set

CARTESIAN COORDINATES (ANGSTROEM)
C  -0.825  0.501  -0.582
C  -0.410  1.938  -0.294
O  0.568  2.436  -1.212
O  0.385  -0.237  -0.732
H  -1.417  0.376  -1.498
H  -1.562  0.284  0.204
H  -0.076  2.118  0.733
H  -1.254  2.642  -0.244
H  0.460  1.916  -2.023
H  1.073  0.415  -0.919
C  3.218  -1.526  -3.731
C  3.610  -0.054  -3.694
O  2.554  0.711  -3.118
O  4.301  -2.416  -3.941
H  2.451  -1.740  -4.479
H  2.755  -1.802  -2.784
H  3.844  0.358  -4.687
H  4.559  0.044  -3.150
H  2.874  1.630  -3.131
H  4.933  -2.174  -4.620
C  -0.943  -4.149  -0.039
C  -0.536  -4.137  -1.506
C  1.014  -3.913  -1.580
C  1.860  -5.098  -1.149
C  1.484  -6.257  -2.074
C  0.000  -6.614  -2.030
N  -0.750  -5.364  -2.285
O  -2.186  -5.657  -2.224
C  -0.321  -7.646  -3.096
C  -0.269  -7.234  -0.636
C  -1.179  -2.957  -2.241
H  -0.345  -4.855  0.536
H  -1.983  -4.417  0.146
H  -0.709  -3.169  0.379
H  1.254  -3.591  -2.606
H  1.258  -2.938  -1.134
H  1.602  -5.236  -0.098
H  2.913  -4.872  -1.308
H  2.066  -7.173  -1.952
H  1.775  -5.840  -3.047
H  -0.253  -7.357  -4.148
H  0.378  -8.481  -3.021
H  -1.333  -8.021  -2.921
H  -1.330  -7.094  -0.400
H  -0.192  -8.321  -0.681
H  0.322  -6.760  0.135
H  -2.246  -3.183  -2.149
H  -0.924  -2.891  -3.297
H  -1.033  -1.993  -1.758
H  -2.377  -5.732  -3.167
C  -1.448  -1.545  3.074
C  -0.614  -2.400  4.086
C  -0.374  -1.546  5.316
C  0.187  -2.369  6.442
C  -0.881  -3.399  6.771
C  -1.172  -4.374  5.627
N  -1.405  -3.597  4.389
O  -1.765  -4.384  3.286
C  -0.013  -5.379  5.501
C  -2.438  -5.192  5.890
C  0.669  -2.702  3.318
H  -2.181  -0.987  3.662
H  -2.060  -2.051  2.325
H  -0.829  -0.873  2.476
H  0.242  -0.673  5.049
H  -1.272  -0.955  5.531
H  0.504  -1.873  7.366
H  1.163  -2.793  6.185
H  -1.804  -3.142  7.296
H  -0.387  -3.964  7.579
H  0.913  -4.978  5.093
H  0.125  -5.982  6.401
H  -0.261  -6.170  4.781
H  -2.461  -5.631  6.887
H  -3.321  -4.568  5.718
H  -2.547  -6.010  5.176
H  0.578  -3.274  2.396
H  1.324  -3.342  3.932
H  1.333  -1.843  3.194
H  -2.728  -4.364  3.343
C  5.636  -1.907  -0.830
C  4.855  -2.005  0.494
C  4.721  -3.485  0.877
C  5.955  -4.089  1.598
C  6.347  -3.153  2.726
C  6.599  -1.723  2.366
N  5.491  -1.265  1.569
O  5.417  0.124  1.433
C  6.703  -0.913  3.664
C  7.981  -1.574  1.633
C  3.386  -1.607  0.353
H  5.298  -2.659  -1.549
H  6.703  -2.091  -0.705
H  5.539  -0.973  -1.385
H  3.930  -3.651  1.614
H  4.528  -4.119  0.012
H  6.758  -4.196  0.853
H  5.710  -5.126  1.831
H  7.041  -3.637  3.416
H  5.405  -3.147  3.302
H  5.748  -0.519  4.024
H  7.303  -1.468  4.382
H  7.211  0.050  3.535
H  8.891  -1.542  2.233
H  8.109  -2.479  1.024
H  7.975  -0.768  0.900
H  2.820  -1.571  1.287
H  2.844  -2.295  -0.299
H  3.179  -0.621  -0.082
H  4.558  0.385  1.787
C  -5.955  4.516  5.428
C  -4.547  4.206  4.892
C  -3.772  3.576  6.059
C  -2.656  2.651  5.590
C  -3.169  1.634  4.576
C  -3.798  2.270  3.348
N  -4.749  3.294  3.762
O  -5.421  3.933  2.724
C  -2.745  2.978  2.436
C  -4.433  1.128  2.574
C  -3.815  5.510  4.585
H  -6.508  3.644  5.777
H  -6.574  5.044  4.704
H  -5.872  5.140  6.326
H  -3.242  4.241  6.742
H  -4.412  2.910  6.650
H  -2.218  2.017  6.366
H  -1.870  3.257  5.122
H  -3.766  0.895  5.126
H  -2.329  0.975  4.334
H  -3.223  3.163  1.471
H  -2.278  3.837  2.903
H  -1.951  2.303  2.090
H  -4.851  1.448  1.615
H  -3.698  0.361  2.321
H  -5.237  0.654  3.138
H  -4.260  6.064  3.747
H  -2.748  5.408  4.379
H  -3.844  6.264  5.376
H  -4.818  4.600  2.348
C  0.959  8.066  -3.929
C  1.032  6.538  -3.869
C  0.038  6.014  -4.928
C  0.361  4.536  -5.176
C  1.758  4.345  -5.689
C  2.867  4.884  -4.785
N  2.395  6.189  -4.238
O  3.401  6.670  -3.372
C  3.077  3.883  -3.643
C  4.133  5.082  -5.607
C  0.574  5.964  -2.498
H  1.249  8.419  -4.913
H  1.604  8.469  -3.137
H  0.018  8.498  -3.576
H  -0.970  6.224  -4.568
H  0.116  6.511  -5.901
H  -0.346  4.224  -5.958
H  -0.068  4.015  -4.317
H  1.908  4.680  -6.717
H  1.771  3.250  -5.775
H  3.687  4.259  -2.816
H  2.163  3.577  -3.128
H  3.627  2.998  -3.977
H  4.275  4.261  -6.319
H  4.087  5.978  -6.224
H  5.020  5.005  -4.978
H  -0.438  6.319  -2.324
H  1.336  6.195  -1.753
H  0.591  4.875  -2.540
H  3.807  7.378  -3.885
C  -3.988  2.136  -0.439
C  -4.205  2.114  -1.951
C  -3.842  3.542  -2.408
C  -3.738  3.678  -3.935
C  -2.918  2.524  -4.473
C  -3.160  1.072  -3.982
N  -3.280  1.124  -2.535
O  -3.343  -0.114  -1.866
C  -4.409  0.514  -4.762
C  -1.925  0.237  -4.379
C  -5.700  1.917  -2.252
H  -4.537  2.932  0.068
H  -2.932  2.314  -0.231
H  -4.291  1.200  0.030
H  -4.625  4.200  -2.024
H  -2.904  3.855  -1.944
H  -3.225  4.614  -4.158
H  -4.730  3.666  -4.388
H  -1.841  2.571  -4.286
H  -3.028  2.532  -5.562
H  -4.070  0.150  -5.730
H  -4.692  -0.383  -4.201
H  -5.167  1.267  -4.929
H  -1.878  -0.652  -3.743
H  -2.144  -0.157  -5.369
H  -0.980  0.760  -4.259
H  -5.953  2.071  -3.298
H  -6.260  2.583  -1.597
H  -6.096  0.909  -2.079
H  -4.188  -0.484  -2.189

As for the HOMO energy: -7.74 eV. As for the charge: 0. For the strongest force on any atom, the calculation gives 3.2 eV/Å.

These are the Löwdin partial charges, in e, on atoms 1 to 99:
1 C -0.221
2 C -0.230
3 O -0.070
4 O -0.069
5 H 0.081
6 H 0.116
7 H 0.117
8 H 0.085
9 H 0.071
10 H 0.052
11 C -0.235
12 C -0.235
13 O -0.076
14 O -0.069
15 H 0.121
16 H 0.100
17 H 0.119
18 H 0.109
19 H 0.034
20 H 0.088
21 C -0.022
22 C -0.493
23 C -0.147
24 C -0.167
25 C -0.137
26 C -0.518
27 N -0.058
28 O -0.041
29 C -0.047
30 C -0.019
31 C -0.030
32 H 0.058
33 H 0.091
34 H 0.078
35 H 0.110
36 H 0.089
37 H 0.096
38 H 0.100
39 H 0.123
40 H 0.125
41 H 0.086
42 H 0.084
43 H 0.081
44 H 0.084
45 H 0.083
46 H 0.061
47 H 0.081
48 H 0.086
49 H 0.060
50 H 0.098
51 C -0.030
52 C -0.484
53 C -0.149
54 C -0.170
55 C -0.139
56 C -0.505
57 N -0.110
58 O -0.005
59 C -0.035
60 C -0.043
61 C -0.034
62 H 0.050
63 H 0.075
64 H 0.082
65 H 0.129
66 H 0.110
67 H 0.115
68 H 0.114
69 H 0.123
70 H 0.118
71 H 0.064
72 H 0.086
73 H 0.080
74 H 0.088
75 H 0.088
76 H 0.077
77 H 0.073
78 H 0.064
79 H 0.080
80 H 0.106
81 C -0.003
82 C -0.476
83 C -0.139
84 C -0.174
85 C -0.159
86 C -0.520
87 N -0.122
88 O 0.006
89 C -0.039
90 C -0.021
91 C -0.025
92 H 0.073
93 H 0.070
94 H 0.070
95 H 0.117
96 H 0.101
97 H 0.102
98 H 0.111
99 H 0.125

***

Molecular formula: C58H136N4O14
Method: DFT, ωB97M-V with the def2-TZVPD basis set

CARTESIAN COORDINATES (ANGSTROEM)
C  16.678  -14.608  11.987
O  16.818  -13.833  10.772
C  17.686  -14.409  9.752
C  16.938  -15.266  8.802
O  15.818  -14.644  8.159
C  15.406  -15.308  6.987
H  16.209  -13.984  12.742
H  17.623  -15.078  12.364
H  15.942  -15.399  11.821
H  18.452  -15.018  10.254
H  18.163  -13.528  9.288
H  16.566  -16.082  9.379
H  17.675  -15.643  8.046
H  16.142  -15.246  6.203
H  14.542  -14.743  6.565
H  15.144  -16.374  7.211
C  16.815  -21.715  20.949
O  18.138  -22.058  20.727
C  18.464  -22.146  19.376
C  19.946  -22.320  19.193
O  20.623  -21.084  19.460
C  22.017  -21.318  19.419
H  16.530  -20.645  20.885
H  16.522  -22.136  21.876
H  16.254  -22.225  20.148
H  18.209  -21.260  18.799
H  17.880  -22.927  18.831
H  20.074  -22.518  18.112
H  20.240  -23.146  19.833
H  22.248  -21.855  18.486
H  22.224  -21.992  20.287
H  22.605  -20.370  19.482
C  18.681  -19.891  11.574
O  19.664  -18.829  11.430
C  19.228  -17.950  10.439
C  20.337  -16.960  10.120
O  20.066  -16.438  8.867
C  21.256  -15.933  8.298
H  17.649  -19.527  11.738
H  18.999  -20.505  12.409
H  18.583  -20.467  10.630
H  18.313  -17.452  10.833
H  19.140  -18.478  9.519
H  21.185  -17.536  9.904
H  20.434  -16.260  10.912
H  21.149  -15.516  7.318
H  22.110  -16.641  8.242
H  21.715  -15.219  8.912
C  11.049  -24.006  19.307
O  11.989  -24.586  18.452
C  13.217  -23.942  18.278
C  13.819  -24.590  17.024
O  13.507  -23.808  15.821
C  14.481  -24.189  14.857
H  10.940  -24.671  20.142
H  10.082  -23.818  18.838
H  11.447  -23.008  19.726
H  13.923  -24.116  19.117
H  12.989  -22.899  18.162
H  13.380  -25.601  17.008
H  14.881  -24.606  17.176
H  14.736  -25.284  14.855
H  15.502  -23.710  15.021
H  14.182  -23.990  13.805
C  12.599  -15.011  14.634
C  13.918  -14.339  14.907
O  15.017  -14.768  14.609
C  13.936  -12.950  15.514
H  12.235  -14.839  13.618
H  11.919  -14.549  15.411
H  12.715  -16.029  14.901
H  13.401  -12.845  16.477
H  13.531  -12.198  14.818
H  15.008  -12.758  15.568
C  12.892  -18.414  19.057
C  13.800  -19.436  19.716
O  14.563  -20.108  19.101
C  13.605  -19.609  21.195
H  11.956  -18.219  19.547
H  12.620  -18.987  18.102
H  13.398  -17.475  18.838
H  13.379  -18.664  21.649
H  14.264  -20.246  21.736
H  12.652  -20.200  21.167
C  13.461  -14.826  10.893
C  13.587  -13.386  11.216
O  13.460  -13.021  12.365
C  13.969  -12.417  10.137
H  13.455  -15.351  11.846
H  14.206  -15.131  10.169
H  12.509  -14.754  10.319
H  13.708  -11.392  10.448
H  13.529  -12.652  9.193
H  15.101  -12.439  9.944
C  13.376  -18.235  10.028
C  14.724  -18.835  9.581
O  15.705  -18.818  10.283
C  14.864  -19.515  8.289
H  13.285  -18.271  11.052
H  12.665  -18.748  9.434
H  13.466  -17.179  9.647
H  15.921  -19.708  8.063
H  14.348  -18.919  7.494
H  14.213  -20.391  8.408
C  15.507  -23.907  10.956
C  14.792  -22.587  10.945
O  13.830  -22.496  10.208
C  15.230  -21.458  11.843
H  15.347  -24.248  9.918
H  15.011  -24.577  11.613
H  16.559  -23.716  11.084
H  14.450  -20.657  11.807
H  16.206  -21.130  11.488
H  15.294  -21.957  12.848
C  17.620  -16.309  22.232
C  16.124  -16.401  22.349
O  15.409  -16.258  21.398
C  15.520  -16.524  23.690
H  17.988  -17.047  21.524
H  18.028  -16.435  23.260
H  17.833  -15.352  21.785
H  14.430  -16.618  23.518
H  15.699  -15.668  24.302
H  15.927  -17.429  24.248
C  16.557  -17.750  13.410
C  15.954  -18.924  14.106
N  16.351  -19.121  15.510
C  15.969  -18.125  16.491
C  16.869  -18.252  17.679
C  15.856  -20.441  15.930
C  14.305  -20.780  15.924
H  16.384  -16.818  13.956
H  16.116  -17.631  12.413
H  17.636  -17.811  13.246
H  14.895  -18.651  14.044
H  16.144  -19.882  13.628
H  16.038  -17.126  16.051
H  14.930  -18.181  16.844
H  16.878  -19.306  17.957
H  17.889  -17.940  17.502
H  16.550  -17.613  18.508
H  16.315  -20.620  16.907
H  16.283  -21.119  15.232
H  14.207  -21.839  16.096
H  13.911  -20.459  14.952
H  13.745  -20.205  16.637
C  18.602  -14.375  18.035
C  18.326  -15.025  16.683
N  19.538  -14.813  15.922
C  19.665  -15.849  14.903
C  21.008  -16.436  14.734
C  19.672  -13.385  15.506
C  18.661  -12.822  14.543
H  18.580  -13.283  17.953
H  19.637  -14.672  18.458
H  17.905  -14.709  18.778
H  18.195  -16.113  16.792
H  17.374  -14.692  16.210
H  19.296  -15.515  13.914
H  19.016  -16.679  15.117
H  21.723  -15.634  14.338
H  20.951  -17.191  13.970
H  21.455  -16.778  15.637
H  19.723  -12.742  16.380
H  20.638  -13.282  14.967
H  18.395  -13.370  13.636
H  17.692  -12.627  15.068
H  18.891  -11.783  14.184
C  10.343  -18.629  13.625
C  11.085  -19.786  14.107
N  10.318  -21.115  13.967
C  10.282  -21.808  15.221
C  9.234  -21.249  16.151
C  10.851  -22.023  12.899
C  9.832  -22.866  12.164
H  9.577  -18.166  14.282
H  10.038  -18.642  12.572
H  11.074  -17.843  13.824
H  11.940  -19.907  13.486
H  11.567  -19.795  15.108
H  10.049  -22.883  14.903
H  11.233  -21.956  15.796
H  9.293  -21.696  17.148
H  9.303  -20.200  16.200
H  8.240  -21.461  15.862
H  11.652  -22.685  13.279
H  11.431  -21.319  12.238
H  9.206  -23.497  12.876
H  10.152  -23.536  11.467
H  9.146  -22.174  11.640
C  20.533  -19.844  16.201
C  19.897  -20.520  15.017
N  20.121  -21.909  15.053
C  21.527  -22.199  14.829
C  22.142  -21.927  13.406
C  19.161  -22.687  14.286
C  19.154  -24.115  14.685
H  20.263  -20.438  17.098
H  20.273  -18.812  16.378
H  21.590  -19.955  16.074
H  18.867  -20.177  14.957
H  20.190  -20.117  14.020
H  22.043  -21.557  15.545
H  21.802  -23.161  15.170
H  22.046  -20.886  13.138
H  23.240  -22.114  13.512
H  21.603  -22.449  12.642
H  19.159  -22.512  13.240
H  18.091  -22.379  14.537
H  18.179  -24.515  14.250
H  19.095  -24.283  15.791
H  19.957  -24.709  14.298

As for the HOMO energy: -7.88 eV. As for the charge: 0. For the strongest force on any atom, the calculation gives 4.4 eV/Å.

These are the Löwdin partial charges, in e, on atoms 1 to 99:
1 C -0.090
2 O -0.200
3 C -0.161
4 C -0.202
5 O -0.196
6 C -0.111
7 H 0.071
8 H 0.083
9 H 0.061
10 H 0.102
11 H 0.139
12 H 0.103
13 H 0.138
14 H 0.075
15 H 0.099
16 H 0.088
17 C -0.121
18 O -0.152
19 C -0.235
20 C -0.210
21 O -0.201
22 C -0.118
23 H 0.086
24 H 0.075
25 H 0.080
26 H 0.114
27 H 0.135
28 H 0.117
29 H 0.127
30 H 0.078
31 H 0.095
32 H 0.101
33 C -0.080
34 O -0.176
35 C -0.212
36 C -0.217
37 O -0.181
38 C -0.099
39 H 0.046
40 H 0.053
41 H 0.100
42 H 0.125
43 H 0.122
44 H 0.108
45 H 0.122
46 H 0.084
47 H 0.098
48 H 0.069
49 C -0.107
50 O -0.197
51 C -0.199
52 C -0.154
53 O -0.208
54 C -0.140
55 H 0.074
56 H 0.079
57 H 0.106
58 H 0.133
59 H 0.108
60 H 0.138
61 H 0.106
62 H 0.097
63 H 0.093
64 H 0.070
65 C -0.010
66 C -0.491
67 O 0.025
68 C -0.023
69 H 0.073
70 H 0.102
71 H 0.055
72 H 0.088
73 H 0.083
74 H 0.069
75 C -0.008
76 C -0.517
77 O 0.071
78 C -0.005
79 H 0.069
80 H 0.096
81 H 0.086
82 H 0.070
83 H 0.060
84 H 0.107
85 C -0.024
86 C -0.506
87 O 0.056
88 C -0.011
89 H 0.081
90 H 0.062
91 H 0.118
92 H 0.088
93 H 0.064
94 H 0.109
95 C 0.029
96 C -0.514
97 O 0.029
98 C -0.020
99 H 0.049

***

no.,LUMO (eV),DFT total energy (eV),Kohn-Sham gap (eV)
1,0.47,-91593.86017,8.21
2,0.54,-96965.92303,8.42